(1)
# C15H25NO3

One molecule with the formula C15H25NO3 (ωB97M-V/def2-TZVPD, OMol25).

The geometry in ORCA input format:
```
! RIJCOSX wB97M-V def2-TZVPD def2/J DEFGRID3
* xyz 0 1
C -4.10 -2.64 -1.06
C -4.56 -1.40 -0.90
N -3.65 -0.46 -0.08
C -3.54 -0.55 1.47
C -2.89 -1.69 1.79
C -2.33 -0.18 -0.84
C -1.62 0.91 -0.63
C -1.08 1.87 -0.02
C -0.18 2.91 0.27
C -0.67 4.23 -0.54
O 1.06 2.96 0.15
C 1.81 2.18 1.00
O 1.38 0.77 1.09
C 1.79 0.21 -0.52
C 3.31 -0.08 -0.46
C 4.44 -0.31 -0.56
C 5.91 -0.11 -0.71
O 6.47 -1.17 0.35
C 6.03 -2.36 0.11
H -3.63 -3.21 -0.29
H -4.85 -3.08 -1.58
H -3.32 -2.65 -1.92
H -5.03 -0.75 -1.62
H -5.48 -1.42 -0.03
H -2.91 0.51 1.48
H -4.42 -0.43 1.62
H -3.60 -2.53 1.69
H -1.88 -2.00 1.45
H -2.76 -1.36 2.99
H -2.52 -0.27 -1.78
H -1.82 -1.07 -0.50
H -0.50 3.41 1.39
H -0.34 4.19 -1.73
H -0.08 5.20 -0.20
H -1.74 4.48 -0.57
H 2.89 2.20 0.99
H 1.58 2.44 1.98
H 1.42 0.76 -1.11
H 1.35 -0.94 -0.36
H 6.03 -0.66 -1.59
H 6.32 0.64 -0.51
H 6.25 -2.90 -0.95
H 4.96 -2.52 0.32
H 6.51 -3.15 0.91
*
```

Relative energy (zero: lowest compared OMol25 entry of this formula, charge and spin): 21.587 eV
SMILES string: CCN(CC)CC#C[C@H](C)OCOCC#CCOC
Electronic energy: -23573.5842 eV
HOMO energy: -7.76 eV
Maximum force: 18.62 eV Å⁻¹

=====

(2)
# C15H25NO7

One molecule with the formula C15H25NO7 (ωB97M-V/def2-TZVPD, OMol25).

The geometry in ORCA input format:
```
! RIJCOSX wB97M-V def2-TZVPD def2/J DEFGRID3
* xyz 0 1
C -2.61 2.51 2.44
C -1.49 1.64 2.99
O -1.35 0.44 2.22
C -0.65 0.52 1.09
O -0.05 1.50 0.74
C -0.71 -0.78 0.33
C -1.91 -0.75 -0.62
O -2.14 -1.63 -1.41
O -2.65 0.33 -0.44
C -3.75 0.52 -1.32
C -4.97 -0.28 -0.89
C 0.56 -1.01 -0.54
C 0.70 0.23 -1.43
O -0.25 0.66 -2.04
O 1.93 0.70 -1.50
C 2.13 1.85 -2.32
C 2.28 1.47 -3.79
N 1.77 -1.38 0.14
C 2.21 -0.51 1.21
C 3.64 -0.90 1.59
O 3.71 -2.25 2.00
C 3.25 -3.10 0.98
C 1.81 -2.76 0.59
H -3.55 1.95 2.43
H -2.72 3.39 3.05
H -2.37 2.80 1.42
H -1.71 1.30 4.01
H -0.54 2.18 2.97
H -0.85 -1.62 1.02
H -3.95 1.60 -1.29
H -3.44 0.24 -2.33
H -4.75 -1.34 -0.95
H -5.24 -0.03 0.13
H -5.80 -0.06 -1.55
H 0.31 -1.83 -1.23
H 1.28 2.53 -2.19
H 3.04 2.31 -1.94
H 2.49 2.36 -4.38
H 1.36 1.02 -4.15
H 3.09 0.76 -3.91
H 2.19 0.52 0.87
H 1.56 -0.60 2.11
H 3.99 -0.30 2.43
H 4.29 -0.74 0.72
H 3.31 -4.11 1.38
H 3.89 -3.00 0.10
H 1.49 -3.42 -0.22
H 1.15 -2.93 1.46
*
```

Relative energy (zero: lowest compared OMol25 entry of this formula, charge and spin): 0.000 eV
SMILES string: CCOC(=O)C(C(=O)OCC)[C@@H](C(=O)OCC)N1CCOCC1
Electronic energy: -31783.6986 eV
HOMO energy: -8.72 eV
Maximum force: 0.53 eV Å⁻¹